# 1
{"formula": "C23H20ClF32O4", "method": "ωB97M-V with the def2-TZVPD basis set", "elements": ["F", "C", "F", "C", "F", "F", "C", "F", "F", "C", "F", "F", "C", "O", "C", "C", "C", "Cl", "H", "H", "H", "H", "H", "H", "H", "H", "C", "C", "C", "F", "F", "F", "F", "O", "C", "C", "F", "F", "F", "F", "H", "H", "H", "H", "C", "C", "C", "F", "F", "F", "F", "O", "C", "C", "F", "F", "F", "F", "H", "H", "H", "H", "C", "C", "C", "F", "F", "F", "F", "O", "C", "C", "F", "F", "F", "F", "H", "H", "H", "H"], "coordinates": [[4.340155, 3.358980, -0.744421], [3.298705, 3.463752, -1.611811], [3.258970, 4.735371, -2.068407], [3.572579, 2.552851, -2.823705], [4.760040, 2.948686, -3.344117], [2.634819, 2.777895, -3.750132], [3.689444, 1.014576, -2.547921], [3.461216, 0.363356, -3.696578], [4.985837, 0.789491, -2.205853], [2.840521, 0.391828, -1.396969], [3.062205, -0.954631, -1.516781], [3.427199, 0.776731, -0.219951], [1.344647, 0.660173, -1.347495], [0.811475, 0.706287, -2.633923], [-0.114484, 1.810863, -2.845721], [-1.546526, 1.517538, -2.382279], [-2.174855, 2.725718, -1.659332], [-1.205128, 2.836211, -0.063702], [2.354347, 3.257749, -1.107720], [1.119898, 1.556334, -0.759483], [0.919243, -0.181530, -0.781667], [-0.055285, 2.021333, -3.917902], [0.235708, 2.702391, -2.316324], [-2.171732, 1.197095, -3.219849], [-1.484741, 0.716258, -1.637397], [-1.866029, 3.632185, -2.206508], [7.142724, 2.369880, 1.593190], [7.443087, 0.865504, 1.568927], [6.274021, -0.095044, 1.792969], [5.710152, 0.087743, 3.003208], [6.739839, -1.365308, 1.733207], [8.462844, 0.574374, 2.407442], [7.867385, 0.599930, 0.298201], [7.412179, 3.082553, 2.789130], [6.501264, 3.219746, 3.794122], [6.989563, 2.582363, 5.103547], [7.296020, 1.284040, 4.929578], [6.003108, 2.672879, 6.023597], [5.281396, 2.784473, 3.454703], [6.398000, 4.546833, 4.060968], [7.848322, 2.792968, 0.879911], [6.143169, 2.578490, 1.209393], [5.518977, 0.040236, 1.013885], [7.871067, 3.115963, 5.463613], [-1.642872, -5.072944, -1.873741], [-2.086659, -3.957136, -2.828650], [-1.204055, -2.713512, -2.951527], [-1.085037, -2.076569, -1.775982], [-1.767392, -1.872437, -3.843586], [-3.362152, -3.607175, -2.571759], [-2.057412, -4.526437, -4.075928], [-2.221545, -5.125427, -0.584324], [-1.679759, -4.497612, 0.503036], [-2.597650, -3.411840, 1.080303], [-2.909357, -2.501151, 0.146449], [-1.945408, -2.801332, 2.092645], [-0.445226, -4.029806, 0.262098], [-1.567554, -5.439415, 1.475372], [-2.005137, -5.981667, -2.353087], [-0.555704, -5.147874, -1.832651], [-0.207640, -2.983130, -3.315016], [-3.515558, -3.865346, 1.461123], [-8.179469, -1.550462, 1.435360], [-6.791346, -2.012188, 1.896298], [-6.093587, -1.222625, 3.008714], [-5.898550, 0.056210, 2.656278], [-4.888965, -1.795895, 3.225195], [-5.970445, -2.147524, 0.839452], [-6.982039, -3.261582, 2.433210], [-8.251551, -0.750097, 0.274346], [-8.178346, 0.616548, 0.319765], [-6.938258, 1.168576, -0.400959], [-5.824637, 0.618468, 0.099627], [-6.908824, 2.502266, -0.206198], [-8.272952, 1.084301, 1.576458], [-9.254057, 1.087737, -0.360332], [-8.683335, -2.472914, 1.148967], [-8.747282, -1.121296, 2.261852], [-6.677414, -1.257312, 3.932984], [-7.004174, 0.953484, -1.469437]], "atomic_forces_ev_per_a": [[-0.1, 0.0, 0.0], [-0.1, 0.1, -0.1], [0.1, 0.0, 0.0], [0.2, 0.0, 0.2], [0.0, 0.0, -0.1], [-0.2, 0.0, 0.0], [0.1, 0.2, 0.3], [0.0, 0.1, 0.0], [0.0, -0.1, 0.0], [-0.1, -0.2, -0.3], [0.0, 0.2, 0.1], [-0.2, 0.0, 0.0], [-0.3, -0.3, 0.2], [0.3, 0.3, -0.2], [-0.2, -0.3, -0.3], [0.4, 0.6, 0.7], [-0.6, -0.4, -0.6], [0.3, 0.2, 0.2], [0.0, -0.1, 0.1], [0.1, 0.1, -0.1], [0.1, 0.1, 0.1], [0.0, -0.1, 0.1], [0.2, -0.1, 0.1], [0.0, 0.0, 0.0], [-0.2, -0.2, -0.3], [0.1, 0.1, 0.2], [-0.1, 0.4, -0.4], [0.1, 0.1, 0.2], [-0.2, -0.1, -0.2], [0.1, 0.1, 0.1], [0.0, 0.0, 0.0], [-0.1, 0.0, 0.0], [0.0, 0.0, -0.1], [0.2, -0.5, 0.3], [0.0, 0.2, -0.2], [0.1, 0.0, 0.0], [-0.1, -0.1, 0.0], [0.0, 0.0, 0.0], [0.0, -0.1, 0.0], [-0.1, 0.1, 0.0], [0.0, 0.0, 0.0], [-0.1, -0.1, 0.1], [0.0, 0.0, 0.0], [0.0, 0.0, 0.0], [0.3, -0.6, 0.0], [-0.2, 0.1, 0.2], [0.3, 0.2, -0.2], [-0.1, -0.1, 0.2], [-0.1, 0.0, 0.0], [0.0, 0.0, 0.0], [0.0, 0.0, 0.0], [-0.3, 0.5, -0.1], [0.1, -0.3, -0.1], [-0.2, 0.0, 0.0], [0.1, 0.0, -0.1], [0.0, 0.0, 0.0], [0.0, 0.1, -0.1], [0.1, 0.0, 0.1], [0.0, 0.0, 0.0], [0.0, 0.2, 0.0], [0.0, 0.0, 0.0], [0.0, 0.0, 0.0], [-0.5, -0.1, 0.0], [0.1, 0.1, -0.3], [0.0, 0.0, 0.0], [0.0, 0.1, 0.0], [0.1, 0.0, 0.1], [0.0, 0.0, 0.1], [0.0, 0.0, 0.1], [0.5, 0.0, 0.0], [-0.2, 0.0, -0.1], [0.1, 0.0, -0.1], [0.0, 0.0, 0.1], [0.0, 0.0, 0.0], [0.1, 0.0, 0.1], [-0.1, 0.0, 0.0], [0.0, 0.0, 0.0], [0.2, 0.1, 0.1], [0.0, 0.0, 0.0], [0.0, 0.0, 0.0]], "mulliken_charge": [-0.214, 0.220, -0.310, 0.776, -0.326, -0.253, 0.513, -0.256, -0.288, 0.852, -0.355, -0.255, -0.468, -0.345, -0.413, -0.337, -0.798, -0.310, 0.141, 0.198, 0.101, 0.287, 0.338, 0.365, -0.041, 0.240, -0.791, 0.816, 0.411, -0.229, -0.284, -0.286, -0.315, -0.420, 0.854, 0.167, -0.217, -0.259, -0.274, -0.310, 0.455, 0.442, 0.014, 0.227, -0.804, 0.972, 0.083, -0.239, -0.281, -0.258, -0.348, -0.394, 0.759, 0.349, -0.189, -0.290, -0.273, -0.316, 0.397, 0.343, 0.265, 0.158, -0.837, 1.003, 0.058, -0.198, -0.222, -0.178, -0.361, -0.395, 0.808, 0.167, -0.186, -0.259, -0.296, -0.313, 0.362, 0.363, 0.259, 0.227], "max_force_ev_per_a": 1.05, "total_energy_ev": -131846.854, "total_charge": -1}

# 2
{"formula": "C6H20N3OW", "method": "ωB97M-V with the def2-TZVPD basis set", "elements": ["C", "W", "N", "H", "H", "H", "H", "H", "H", "H", "H", "C", "N", "C", "C", "O", "N", "C", "C", "H", "H", "H", "H", "H", "H", "H", "H", "H", "H", "H", "H"], "coordinates": [[2.458328, 1.269444, -3.094419], [-0.211795, 1.283238, -1.687679], [-2.113470, 1.624135, -0.964434], [-0.909326, 1.078766, -3.070873], [-2.603298, 0.727103, -0.832416], [1.587527, 1.909984, -2.894010], [2.725409, 1.250617, -4.160398], [2.257091, 0.233291, -2.765598], [3.361929, 1.875380, -2.657836], [-2.165532, 2.128112, -0.068502], [-2.666460, 2.163703, -1.647265], [0.014959, -2.979081, -0.297971], [-0.130383, -1.964112, 0.747405], [-0.448036, -2.454855, 2.082887], [0.028153, -0.627284, 0.378736], [0.248228, -0.429829, -0.821166], [-0.054947, 0.465194, 1.255637], [-0.566398, 0.464632, 2.624035], [0.587099, 1.732841, 0.891802], [-0.153884, -4.012839, 0.070145], [1.037047, -2.935835, -0.728686], [-0.732446, -2.799101, -1.102082], [0.273446, -2.069455, 2.830829], [-1.510121, -2.241251, 2.321650], [-0.403628, -3.561243, 2.148156], [0.263019, 0.520794, 3.359525], [-1.205497, 1.366237, 2.759976], [-1.289423, -0.309603, 2.860577], [1.639159, 1.550708, 0.585537], [0.056089, 2.301564, 0.124403], [0.627159, 2.438746, 1.752034]], "atomic_forces_ev_per_a": [[1.8, 0.9, 0.3], [2.6, 2.0, -0.3], [-1.7, 0.3, 0.9], [-1.1, -0.5, -2.8], [0.0, 0.4, -0.2], [-0.2, 0.2, -0.4], [-0.8, 0.0, 0.2], [0.7, 0.5, 0.2], [-1.7, -1.7, -0.1], [-0.2, -0.1, -0.3], [0.1, -0.4, 0.4], [0.0, -0.2, -1.2], [0.2, 1.4, 0.1], [-0.3, -0.3, 0.8], [-0.6, -1.8, 3.8], [0.9, -0.5, -0.9], [-0.4, -1.4, -0.2], [-0.6, 0.9, 0.7], [1.2, -0.4, 0.4], [0.1, 1.0, 0.2], [-0.7, 0.0, 0.1], [0.6, -0.1, 0.4], [-0.7, -0.1, -0.3], [0.7, 0.1, 0.2], [0.3, 0.7, -0.5], [-0.6, -0.2, -0.3], [0.7, -0.2, -0.2], [0.5, -0.3, -0.2], [-0.6, 0.2, 0.0], [-0.1, 0.3, -0.3], [-0.1, -0.8, -0.5]], "nbo_charge": [-0.845, 0.724, -0.998, -0.225, 0.413, 0.166, 0.252, 0.225, 0.245, 0.384, 0.414, -0.415, -0.412, -0.421, 0.823, -0.679, -0.461, -0.419, -0.436, 0.231, 0.223, 0.219, 0.221, 0.203, 0.239, 0.217, 0.209, 0.232, 0.242, 0.171, 0.261], "s_squared": 2.011, "spin_multiplicity": 3, "max_force_ev_per_a": 4.24, "total_energy_ev": -14878.272, "total_charge": 1}

# 3
{"formula": "C9H14", "method": "ωB97M-V with the def2-TZVPD basis set", "elements": ["C", "C", "H", "H", "H", "H", "H", "H", "C", "C", "C", "C", "C", "C", "C", "H", "H", "H", "H", "H", "H", "H", "H"], "coordinates": [[2.782817, -2.308062, 1.603835], [1.696109, -1.366648, 1.067659], [3.786187, -2.174967, 1.205863], [2.841644, -2.281281, 2.701832], [2.486769, -3.352658, 1.480815], [1.319768, -0.734302, 1.856280], [0.818172, -1.962613, 0.802544], [2.048533, -0.763303, 0.237589], [-2.087911, -0.180718, -2.364229], [-0.368249, 2.174727, 0.815844], [-1.566106, 1.495377, 0.981078], [0.288263, 2.022672, -0.394246], [-2.088080, 0.685281, -0.011007], [-0.209695, 1.214269, -1.405700], [-1.426633, 0.570311, -1.246927], [0.016538, 2.763869, 1.634718], [-2.077372, 1.536266, 1.930548], [1.188688, 2.582933, -0.593576], [-2.966530, 0.086778, 0.162936], [0.270830, 1.147098, -2.370010], [-1.403019, -0.911134, -2.798865], [-2.346092, 0.457934, -3.207389], [-3.004631, -0.701829, -2.089592]], "atomic_forces_ev_per_a": [[-0.3, -0.7, 1.0], [0.0, -0.7, 0.3], [-0.1, 0.1, -0.1], [0.2, 0.5, -0.2], [0.2, 0.0, -0.6], [0.1, 0.6, 0.2], [0.1, 0.2, -0.5], [-0.2, 0.0, -0.1], [0.4, -0.4, -0.6], [-0.4, -0.4, -0.3], [-0.1, -0.4, 0.5], [0.5, 0.3, -0.2], [0.8, 0.0, -0.6], [-0.6, 0.2, 0.0], [-0.9, -0.1, 0.7], [0.2, 0.2, -0.1], [-0.1, 0.1, 0.1], [0.3, 0.0, 0.1], [-0.3, 0.1, 0.0], [0.3, 0.1, 0.0], [0.0, -0.2, 0.1], [0.0, 0.3, 0.1], [0.1, 0.0, 0.3]], "nbo_charge": [-0.618, -0.617, 0.206, 0.202, 0.202, 0.208, 0.206, 0.211, -0.636, -0.230, -0.199, -0.196, -0.223, -0.227, 0.005, 0.216, 0.208, 0.210, 0.208, 0.209, 0.217, 0.221, 0.216], "e_above_lowest_kj_mol": 33.8, "max_force_ev_per_a": 1.23, "smiles": "Cc1ccccc1.CC"}

# 4
{"formula": "C8H7FeN3O6Se", "method": "ωB97M-V with the def2-TZVPD basis set", "elements": ["Fe", "N", "N", "C", "O", "O", "H", "H", "H", "N", "C", "C", "C", "C", "C", "C", "C", "H", "H", "H", "H", "O", "Se", "O", "O", "O"], "coordinates": [[8.383431, 8.284900, 5.930543], [8.410625, 6.984750, 7.728174], [7.424791, 6.022735, 7.515903], [6.749177, 6.070202, 6.296278], [5.833262, 5.290739, 6.113475], [7.141730, 6.964826, 5.463761], [9.361450, 6.583278, 7.674419], [8.292374, 7.411181, 8.650753], [7.148094, 5.297219, 8.160964], [4.087223, 13.895611, 3.776825], [4.736118, 13.007374, 4.114006], [5.518758, 11.963632, 4.561495], [6.876836, 12.206801, 4.711356], [7.644269, 11.182885, 5.215303], [7.154070, 9.884966, 5.401764], [5.761079, 9.673377, 5.193886], [4.933444, 10.740839, 4.870616], [7.330988, 13.160336, 4.445368], [8.706059, 11.398874, 5.344942], [5.339042, 8.671666, 5.188234], [3.877956, 10.615954, 4.721241], [9.780313, 9.387457, 6.748460], [10.943563, 8.216478, 6.436456], [12.127484, 8.655260, 5.484188], [10.009523, 7.170784, 5.480342], [11.353093, 7.400002, 7.782688]], "atomic_forces_ev_per_a": [[-0.7, 0.0, -0.3], [0.3, -0.3, 1.1], [-0.4, 0.2, -0.9], [-0.8, -0.9, 0.4], [-0.1, -0.3, 0.0], [-0.2, 0.0, -0.3], [-0.4, 0.2, 0.2], [0.1, 0.0, -0.4], [0.4, 0.3, 0.1], [-0.1, 0.1, -0.1], [-1.6, 1.8, -0.6], [0.7, -0.7, 0.6], [0.0, -0.2, 0.2], [0.9, -0.3, -0.2], [-0.6, -0.3, -0.1], [0.7, 0.3, -0.1], [0.7, -0.4, -0.4], [-0.3, -0.1, 0.1], [-0.2, -0.3, 0.2], [0.1, 0.1, 0.4], [-0.3, -0.1, 0.0], [0.2, 0.2, 0.2], [1.6, -1.8, -0.1], [1.0, 1.1, -0.1], [-0.9, 0.9, 0.2], [-0.4, 0.5, -0.1]], "nbo_charge": [1.809, -0.693, -0.532, 0.872, -0.683, -0.809, 0.424, 0.381, 0.394, -0.359, 0.302, -0.227, -0.162, -0.253, -0.380, -0.243, -0.175, 0.217, 0.220, 0.230, 0.214, -1.087, 2.712, -1.019, -1.093, -1.062], "e_above_lowest_kj_mol": 0.0, "s_squared": 8.759, "spin_multiplicity": 6, "max_force_ev_per_a": 2.45, "total_charge": -1}